# 1
99
Properties=species:S:1:pos:R:3:forces:R:3 method="wB97M-V/def2-TZVPD" charge=-1 max_force_ev_per_a=3.8 de_lowest_kj_mol=0.0 e_homo_ev="-6.03 / -6.03"
Ni -1.471178 -0.845975 -0.273615 0.3 0.5 1.0
C 3.812622 2.928125 -0.562215 -0.4 -0.3 0.2
C 2.737022 2.253925 0.305385 0.5 0.5 0.0
C 3.166122 2.227425 1.766485 -0.3 -0.2 -0.4
O 1.516422 2.981925 0.118085 0.6 0.3 0.4
C 0.581722 2.193325 -0.567315 -0.8 -0.8 -0.1
C 1.465422 1.022825 -1.090715 -0.5 0.2 -0.6
O 2.479522 0.944325 -0.118915 0.2 0.0 0.4
C 0.959722 -0.418875 -1.375715 -0.1 0.5 -0.1
O 0.320822 -0.975475 -0.281515 0.9 -0.7 0.3
C 2.250722 -1.186475 -1.710915 -0.2 0.1 0.1
C 2.799222 -1.107475 -2.985315 0.1 -0.1 0.1
C 3.969622 -1.781175 -3.286015 0.1 0.0 -0.1
C 4.615122 -2.530575 -2.318215 0.1 -0.1 -0.1
C 4.079922 -2.598375 -1.045415 0.0 0.0 0.0
C 2.907922 -1.926775 -0.742515 0.0 -0.1 -0.1
C 0.073322 -0.532375 -2.614515 0.1 -0.1 -0.2
C -0.254478 0.512025 -3.466715 0.1 -0.2 0.2
C -0.983978 0.267925 -4.618015 -0.1 0.0 -0.2
C -1.383078 -1.017475 -4.938615 0.0 0.1 -0.1
C -1.059678 -2.066975 -4.095915 0.1 -0.1 0.1
C -0.339578 -1.827475 -2.940615 0.1 0.3 -0.3
C -0.707978 1.832725 0.273085 0.7 0.5 -0.3
O -1.364878 0.903525 -0.491015 -0.5 0.4 -0.2
C -1.644878 3.053525 0.400885 0.1 -0.3 -0.1
C -2.896278 2.797725 0.953985 -0.1 0.3 0.0
C -3.778878 3.833925 1.194785 0.1 -0.2 0.0
C -3.424578 5.134025 0.876585 0.0 0.2 0.0
C -2.183978 5.388225 0.319985 0.0 0.2 0.0
C -1.291978 4.354525 0.080285 0.0 -0.1 0.0
C -0.452478 1.504225 1.746785 0.0 -0.3 -0.1
C -0.987078 0.369725 2.344085 -0.2 -0.2 -0.2
C -0.894078 0.179025 3.712385 0.0 0.0 0.1
C -0.250278 1.107725 4.509485 0.0 -0.1 0.1
C 0.264722 2.253725 3.929185 0.0 0.1 0.0
C 0.139922 2.463825 2.567385 0.0 -0.1 0.2
H 3.978122 3.937125 -0.197715 0.1 0.1 0.0
H 3.482422 2.973925 -1.596315 0.0 0.0 -0.1
H 4.735722 2.358525 -0.511415 0.2 0.0 0.0
H 3.178622 3.236525 2.164185 0.0 0.1 0.1
H 4.157422 1.791925 1.843585 0.2 0.0 0.0
H 2.473322 1.618325 2.337485 0.0 0.0 0.1
H 0.199222 2.759625 -1.427715 0.1 -0.1 0.1
H 1.914922 1.372825 -2.039215 -0.1 0.0 0.1
H 2.309922 -0.525575 -3.753215 -0.1 0.0 0.0
H 4.380622 -1.718575 -4.282615 0.0 0.0 -0.1
H 5.527122 -3.059575 -2.553015 0.1 0.0 0.0
H 4.592222 -3.172575 -0.290515 0.1 -0.1 0.1
H 2.488022 -1.954275 0.247085 -0.1 0.1 0.2
H 0.049122 1.522025 -3.241915 0.0 0.1 0.1
H -1.241578 1.088725 -5.272215 0.0 0.1 0.0
H -1.934378 -1.200875 -5.849515 -0.1 0.0 0.0
H -1.362878 -3.073075 -4.346215 0.0 -0.1 0.0
H -0.046278 -2.650875 -2.301815 0.0 0.0 0.0
H -3.184578 1.785525 1.197485 0.0 -0.1 0.0
H -4.742278 3.612025 1.625585 -0.2 0.0 0.0
H -4.109778 5.948025 1.065385 -0.1 0.1 0.0
H -1.897978 6.402025 0.076185 0.0 0.1 0.0
H -0.319678 4.578425 -0.333515 0.1 0.0 0.0
H -1.539378 -0.380575 1.763085 0.3 0.5 0.4
H -1.339978 -0.700875 4.148685 0.0 -0.1 0.1
H -0.154478 0.942025 5.572485 0.0 0.0 0.1
H 0.752922 2.997825 4.542585 0.0 0.1 0.1
H 0.499322 3.385125 2.138085 0.0 0.0 0.0
F -2.894478 1.532325 -2.500115 -0.2 -0.3 0.2
C -4.048578 1.135225 -1.961215 0.3 0.6 -0.6
F -4.882778 0.922925 -2.991415 -0.2 -0.2 -0.1
F -4.535778 2.159025 -1.269715 0.0 -0.5 0.2
S -3.942578 -0.559375 -1.102115 -0.7 0.9 -1.5
O -3.467978 -0.461675 0.256385 0.7 -0.1 0.7
O -3.052578 -1.259175 -1.984015 -0.6 -0.3 -0.4
N -5.417078 -1.039475 -1.184915 0.1 -0.3 0.4
S -6.326978 -0.563075 0.034385 -1.3 0.2 -0.4
O -5.973778 0.721325 0.546585 -0.1 0.5 0.2
O -6.661278 -1.594475 0.958085 -0.1 -0.5 0.1
C -7.875378 -0.291475 -0.997715 0.0 0.1 -0.2
F -7.652978 0.631625 -1.933615 0.2 0.1 0.0
F -8.221878 -1.418475 -1.616215 0.0 -0.3 0.0
F -8.937678 0.116825 -0.293115 0.3 -0.1 0.4
F -0.110578 -2.486675 2.711985 0.9 -0.4 -0.2
C 1.114722 -2.934175 2.396385 0.1 1.8 1.1
C 2.207222 -2.306475 2.933585 -2.0 0.5 0.2
F 2.019622 -1.227475 3.707785 0.2 -0.8 -0.5
C 3.531422 -2.760775 2.692185 2.0 1.4 0.8
C 3.617422 -3.999275 2.004785 -0.4 -1.8 -1.1
C 2.519922 -4.620375 1.457285 2.2 -0.6 0.3
F 2.704922 -5.750375 0.756085 -0.2 0.7 0.4
C 1.228122 -4.060775 1.546185 -2.2 -0.9 -1.7
C 0.125322 -4.500475 0.750085 2.9 0.5 1.9
C -0.835578 -3.563675 0.453585 -2.8 2.5 -0.6
N -1.542678 -2.677475 0.188085 1.4 -2.1 0.4
C 0.043022 -5.750675 0.126785 0.1 -1.0 -0.5
N -0.096878 -6.782575 -0.360715 0.0 0.0 0.0
F 4.821422 -4.574375 1.837585 -0.7 0.4 0.1
C 4.661122 -2.014675 3.083285 -2.3 -1.5 -0.8
C 5.978822 -2.377375 2.778785 1.3 -0.6 -0.3
N 7.083922 -2.613775 2.561385 -0.1 0.0 0.0
C 4.587722 -0.797675 3.771085 -0.2 1.2 0.7
N 4.616322 0.200525 4.342485 0.0 -0.1 0.0

=====

# 2
87
Properties=species:S:1:pos:R:3:forces:R:3 method="wB97M-V/def2-TZVPD" charge=-2 max_force_ev_per_a=2.2 de_lowest_kj_mol=0.0 e_homo_ev=-2.49
Rb 0.117943 -1.444702 -0.052786 -2.1 -0.4 -0.4
Br 1.838922 -9.546948 0.925820 0.0 0.0 0.0
C 1.564315 -7.662828 0.711445 0.1 -0.1 0.0
C 2.595814 -6.876170 0.159110 -0.1 0.0 0.0
C 2.420254 -5.533004 0.009002 0.0 0.0 0.0
C 1.209948 -4.853037 0.421508 -0.1 0.0 0.0
O 1.073308 -3.621807 0.283766 0.8 -1.4 0.2
C 0.176669 -5.707032 0.976014 0.0 0.0 0.0
C -1.082137 -5.190422 1.432376 -0.1 -0.1 0.0
N -1.410152 -3.952911 1.509705 0.1 0.3 0.0
C -2.558887 -3.562254 2.166709 -0.1 -0.1 0.1
C -3.067363 -4.215151 3.275374 0.0 0.0 0.0
C -4.178702 -3.722758 3.984567 0.0 0.0 0.0
C -4.783710 -2.553595 3.622308 0.0 0.0 0.0
C -4.281967 -1.828015 2.514446 0.0 0.0 -0.1
C -4.817279 -0.578162 2.124000 0.0 0.0 0.0
C -4.274502 0.094665 1.071594 0.0 0.0 0.0
C -3.193441 -0.496933 0.381760 -0.1 -0.1 0.0
N -2.679993 -1.656027 0.704118 -0.2 0.1 0.1
C -3.187433 -2.327427 1.770279 0.0 0.0 0.0
C 0.385168 -7.093920 1.095966 0.0 0.0 0.0
H 3.518192 -7.350009 -0.153854 0.0 0.0 0.0
H 3.192075 -4.911119 -0.427424 0.0 0.0 0.0
H -1.810786 -5.963561 1.733247 0.0 0.0 0.0
H -2.562937 -5.103467 3.633094 0.0 0.0 0.0
H -4.538545 -4.271561 4.847350 0.0 0.0 0.0
H -5.623405 -2.156162 4.180525 0.0 0.0 0.0
H -5.649033 -0.165212 2.684970 0.0 0.0 0.0
H -4.644341 1.062878 0.760184 0.0 0.0 0.0
H -2.747136 0.016880 -0.466979 0.0 0.0 0.0
H -0.403892 -7.712066 1.511672 0.0 0.0 0.0
O 6.290017 -1.384952 -1.826032 0.0 0.0 0.0
C 4.935390 -1.188251 -1.718036 -0.1 0.0 0.0
C 4.076109 -1.452266 -2.767784 0.1 0.1 0.0
C 2.720421 -1.210842 -2.599893 0.1 0.0 0.0
N 2.212678 -0.719037 -1.466366 0.7 0.1 -0.2
C 3.046582 -0.532190 -0.434437 0.2 0.0 0.0
C 4.416231 -0.746010 -0.518477 0.0 0.0 0.0
C 2.511462 -0.146423 0.968009 0.3 0.3 0.4
O 3.278775 -0.386826 1.907217 0.1 0.1 0.0
O 1.356980 0.362439 1.061984 0.9 0.6 0.4
C 1.799833 -1.614644 -3.771958 -0.1 0.0 0.0
O 2.377403 -1.897990 -4.830979 0.0 0.0 -0.1
O 0.559327 -1.669270 -3.544612 0.1 0.0 0.2
H 6.460075 -1.724116 -2.711467 0.0 0.0 0.0
H 4.410807 -1.847168 -3.719239 0.0 0.0 0.0
H 5.031269 -0.587615 0.354061 0.0 0.0 0.0
I -0.830246 0.327324 -2.892262 -0.4 0.3 -0.5
C -2.166268 1.969883 -2.589278 0.1 -0.1 0.1
C -3.407050 1.805178 -3.150331 0.0 0.0 0.0
C -4.302621 2.882044 -3.313251 0.0 0.0 0.0
C -3.904798 4.141072 -2.979907 0.0 0.0 0.0
C -2.638056 4.358701 -2.382427 0.0 0.0 0.0
C -2.213079 5.679385 -2.102041 0.0 0.0 0.0
C -0.991853 5.904107 -1.539791 0.0 0.0 0.0
C -0.206301 4.810866 -1.129575 0.0 0.0 0.0
C -0.595966 3.507469 -1.311488 0.0 -0.1 0.1
P 0.220880 2.098361 -0.318756 0.0 0.8 -0.2
C -0.081113 2.835628 1.359565 -0.1 -0.1 0.0
C 0.521347 3.945792 1.945490 0.0 0.1 0.0
C 0.159514 4.372317 3.216290 0.0 0.0 0.0
C -0.818167 3.696057 3.932456 0.0 0.0 0.0
C -1.423218 2.581967 3.368818 0.0 0.0 0.0
C -1.046857 2.157852 2.103144 0.0 0.0 0.0
C 1.951768 2.586216 -0.716677 0.0 -0.1 0.0
C 2.950388 2.724785 0.243579 0.1 0.0 0.1
C 4.265518 2.974048 -0.129008 0.0 0.0 0.0
C 4.609121 3.064409 -1.468998 0.0 0.0 0.0
C 3.624739 2.907568 -2.437079 0.0 0.0 0.0
C 2.310689 2.679518 -2.062690 -0.1 0.0 0.0
C -1.783986 3.256406 -2.075950 -0.1 0.0 0.0
H -3.678776 0.828140 -3.531520 0.0 0.0 0.0
H -5.275055 2.711018 -3.760216 0.0 0.0 0.0
H -4.540785 4.999107 -3.169529 0.0 0.0 0.0
H -2.872317 6.500926 -2.361571 0.0 0.0 0.0
H -0.646428 6.915272 -1.357390 0.0 0.0 0.0
H 0.724820 5.013976 -0.616825 0.0 0.0 0.0
H 1.300335 4.485211 1.423323 0.0 0.0 0.0
H 0.649853 5.236372 3.650256 0.0 0.0 0.0
H -1.093967 4.024810 4.927526 0.0 0.0 0.0
H -2.170241 2.024693 3.921503 0.0 0.0 0.0
H -1.500868 1.268543 1.682528 0.0 0.0 0.0
H 2.714842 2.578805 1.289923 0.0 0.0 0.0
H 5.028493 3.061157 0.635284 0.0 0.0 0.0
H 5.639672 3.229554 -1.760086 0.0 0.0 0.0
H 3.882265 2.939726 -3.488858 0.0 0.0 0.0
H 1.553466 2.542726 -2.826042 0.0 0.0 0.0